Record 1
The following is a DFT calculation (wB97M-V/def2-TZVPD) of a cluster of 9 separate species, C41H54ClF11IN5O31P3 in total in a non-equilibrium geometry.

Spin multiplicity ... 1
E_LUMO ... -0.1108 Eh
Charge ... +1
Strongest force on any atom ... 3.48 eV Å⁻¹
Gap between HOMO and LUMO ... 7.39 eV

Last columns: bonded neighbours and bond lengths (Å).
Positions of all 147 atoms, in Å:
1 C 0.083 1.693 4.378  C2 1.547, H38 1.078, H39 1.086, H40 1.083
2 C 1.464 1.801 3.691  C1 1.547, P3 1.828, H41 1.083, H42 1.079
3 P 1.606 2.533 2.021  C2 1.828, C4 1.839, C6 1.845
4 C 0.986 4.255 1.844  P3 1.839, C5 1.541, H43 1.086, H44 1.083
5 C 0.225 4.835 3.051  C4 1.541, H45 1.086, H46 1.081, H47 1.081
6 C 1.259 1.444 0.573  P3 1.845, P7 1.895, C10 1.545, N33 1.525
7 P 0.931 2.545 -0.935  C6 1.895, O8 1.642, Cl9 2.064
8 O 2.400 3.227 -1.207  P7 1.642, H48 0.972
9 Cl 0.497 1.240 -2.474  P7 2.064
10 C 2.328 0.364 0.295  C6 1.545, C11 1.502, N17 1.521, H49 1.092
11 C 3.787 0.656 0.092  C10 1.502, O12 1.438, H50 1.087, H51 1.081
12 O 4.289 1.842 0.733  C11 1.438, C13 1.347
13 C 5.517 2.196 0.308  O12 1.347, F14 1.341, F15 1.343, F16 1.341
14 F 6.425 1.222 0.470  C13 1.341
15 F 5.523 2.583 -0.978  C13 1.343
16 F 5.909 3.248 1.042  C13 1.341
17 N 1.833 -0.643 1.323  C10 1.521, N18 1.442, C22 1.388
18 N 2.776 -1.733 1.296  N17 1.442, C19 1.281
19 C 3.433 -1.911 2.382  N18 1.281, C20 1.489, C21 1.488
20 C 4.814 -2.456 2.265  C19 1.489, H52 1.084, H53 1.088, H54 1.080
21 C 2.948 -1.692 3.771  C19 1.488, H55 1.083, H56 1.086, H57 1.082
22 C 0.567 -0.807 0.778  N17 1.388, N23 1.292, N33 1.385
23 N -0.032 -1.914 0.485  C22 1.292, C24 1.489, C29 1.462
24 C -1.330 -1.994 -0.241  N23 1.489, C25 1.520, H58 1.084, H59 1.083
25 C -2.526 -2.382 0.613  C24 1.520, O26 1.428, H60 1.086, H61 1.081
26 O -2.181 -2.830 1.924  C25 1.428, C27 1.366
27 C -3.251 -3.024 2.751  O26 1.366, O28 1.215, H62 1.096
28 O -3.076 -3.524 3.845  C27 1.215
29 C 0.584 -3.205 0.784  N23 1.462, C30 1.509, H63 1.079, H64 1.081
30 C 0.835 -3.472 2.248  C29 1.509, O31 1.191, I32 2.166
31 O 0.327 -2.942 3.186  C30 1.191
32 I 2.287 -5.048 2.562  C30 2.166
33 N 0.088 0.469 0.531  C6 1.525, C22 1.385, P34 1.710
34 P -1.457 0.983 1.052  N33 1.710, N35 1.542, O36 1.597, O37 1.566
35 N -2.476 0.962 -0.106  P34 1.542, H65 1.010
36 O -1.938 0.152 2.328  P34 1.597, H66 0.967
37 O -1.331 2.476 1.508  P34 1.566, H67 0.970
38 H -0.632 2.433 4.058  C1 1.078
39 H 0.236 1.857 5.441  C1 1.086
40 H -0.283 0.677 4.298  C1 1.083
41 H 2.097 2.409 4.326  C2 1.083
42 H 1.933 0.830 3.656  C2 1.079
43 H 0.342 4.365 0.976  C4 1.086
44 H 1.836 4.900 1.656  C4 1.083
45 H 0.398 5.907 3.074  C5 1.086
46 H 0.561 4.445 4.001  C5 1.081
47 H -0.839 4.692 2.918  C5 1.081
48 H 2.709 3.557 -0.347  O8 0.972
49 H 2.005 -0.047 -0.664  C10 1.092
50 H 3.926 0.802 -0.976  C11 1.087
51 H 4.453 -0.157 0.347  C11 1.081
52 H 5.494 -1.766 2.751  C20 1.084
53 H 4.850 -3.389 2.823  C20 1.088
54 H 5.071 -2.641 1.232  C20 1.080
55 H 2.748 -2.631 4.272  C21 1.083
56 H 3.716 -1.158 4.322  C21 1.086
57 H 2.057 -1.078 3.790  C21 1.082
58 H -1.177 -2.811 -0.937  C24 1.084
59 H -1.457 -1.116 -0.860  C24 1.083
60 H -3.038 -3.199 0.112  C25 1.086
61 H -3.272 -1.605 0.704  C25 1.081
62 H -4.239 -2.696 2.408  C27 1.096
63 H 1.534 -3.265 0.277  C29 1.079
64 H -0.003 -4.021 0.385  C29 1.081
65 H -3.284 0.393 0.100  N35 1.010
66 H -1.285 -0.453 2.705  O36 0.967
67 H -1.971 2.981 0.981  O37 0.970
68 C 3.890 -4.780 -2.894  C69 1.509, O73 1.432, H75 1.091, H76 1.087
69 C 2.983 -4.104 -1.895  C68 1.509, O70 1.418, F74 1.361, H77 1.094
70 O 2.604 -5.173 -1.044  C69 1.418, C71 1.373
71 C 3.640 -6.074 -1.064  O70 1.373, O72 1.181, O73 1.352
72 O 3.790 -6.944 -0.280  C71 1.181
73 O 4.472 -5.819 -2.099  C68 1.432, C71 1.352
74 F 1.866 -3.594 -2.482  C69 1.361
75 H 3.330 -5.219 -3.720  C68 1.091
76 H 4.654 -4.120 -3.293  C68 1.087
77 H 3.463 -3.321 -1.301  C69 1.094
78 C -3.810 7.893 1.791  C79 1.510, O83 1.436, H85 1.090, H86 1.086
79 C -2.741 7.257 2.646  C78 1.510, O80 1.425, F84 1.352, H87 1.092
80 O -3.023 5.869 2.495  C79 1.425, C81 1.358
81 C -3.599 5.717 1.274  O80 1.358, O82 1.189, O83 1.342
82 O -3.720 4.675 0.715  C81 1.189
83 O -4.003 6.896 0.776  C78 1.436, C81 1.342
84 F -2.865 7.595 3.950  C79 1.352
85 H -4.740 8.037 2.341  C78 1.090
86 H -3.501 8.839 1.356  C78 1.086
87 H -1.719 7.456 2.319  C79 1.092
88 C 6.902 -6.019 1.577  C89 1.510, O93 1.436, H95 1.090, H96 1.087
89 C 6.409 -7.222 2.344  C88 1.510, O90 1.421, F94 1.351, H97 1.092
90 O 6.703 -6.865 3.688  C89 1.421, C91 1.360
91 C 6.663 -5.508 3.763  O90 1.360, O92 1.181, O93 1.362
92 O 6.597 -4.888 4.767  C91 1.181
93 O 6.689 -4.955 2.519  C88 1.436, C91 1.362
94 F 7.094 -8.340 2.021  C89 1.351
95 H 7.966 -6.092 1.347  C88 1.090
96 H 6.348 -5.847 0.658  C88 1.087
97 H 5.339 -7.414 2.244  C89 1.092
98 C -4.118 -6.330 -2.988  C99 1.509, O103 1.436, H105 1.090, H106 1.086
99 C -4.191 -5.099 -2.118  C98 1.509, O100 1.423, F104 1.356, H107 1.091
100 O -2.866 -4.586 -2.211  C99 1.423, C101 1.365
101 C -2.381 -4.970 -3.428  O100 1.365, O102 1.185, O103 1.343
102 O -1.417 -4.498 -3.927  C101 1.185
103 O -3.140 -5.941 -3.965  C98 1.436, C101 1.343
104 F -4.452 -5.405 -0.823  C99 1.356
105 H -3.757 -7.199 -2.437  C98 1.090
106 H -5.065 -6.575 -3.460  C98 1.086
107 H -4.898 -4.341 -2.460  C99 1.091
108 C -5.632 2.141 2.495  C109 1.508, O113 1.431, H115 1.092, H116 1.088
109 C -6.749 3.123 2.743  C108 1.508, O110 1.415, F114 1.359, H117 1.091
110 O -7.649 2.830 1.691  C109 1.415, C111 1.369
111 C -7.483 1.509 1.374  O110 1.369, O112 1.177, O113 1.362
112 O -8.236 0.870 0.733  C111 1.177
113 O -6.325 1.034 1.913  C108 1.431, C111 1.362
114 F -6.317 4.406 2.624  C109 1.359
115 H -4.899 2.529 1.785  C108 1.092
116 H -5.120 1.843 3.408  C108 1.088
117 H -7.258 3.002 3.701  C109 1.091
118 C 1.229 6.227 -2.543  C119 1.509, O123 1.434, H125 1.088, H126 1.087
119 C -0.162 6.574 -3.014  C118 1.509, O120 1.419, F124 1.358, H127 1.091
120 O -0.844 6.796 -1.790  C119 1.419, C121 1.364
121 C 0.081 7.227 -0.885  O120 1.364, O122 1.183, O123 1.356
122 O -0.182 7.733 0.152  C121 1.183
123 O 1.338 6.988 -1.332  C118 1.434, C121 1.356
124 F -0.748 5.535 -3.663  C119 1.358
125 H 1.329 5.169 -2.307  C118 1.088
126 H 2.000 6.505 -3.256  C118 1.087
127 H -0.224 7.467 -3.636  C119 1.091
128 C 0.268 -3.612 -6.321  C129 1.508, O133 1.430, H135 1.091, H136 1.084
129 C 1.040 -2.374 -6.701  C128 1.508, O130 1.412, F134 1.361, H137 1.092
130 O 0.544 -2.083 -7.991  C129 1.412, C131 1.371
131 C -0.739 -2.562 -8.042  O130 1.371, O132 1.179, O133 1.358
132 O -1.532 -2.268 -8.863  C131 1.179
133 O -0.971 -3.412 -7.008  C128 1.430, C131 1.358
134 F 2.377 -2.615 -6.779  C129 1.361
135 H 0.746 -4.520 -6.691  C128 1.091
136 H 0.111 -3.703 -5.252  C128 1.084
137 H 0.871 -1.516 -6.046  C129 1.092
138 C -3.182 2.851 -3.685  C139 1.511, O143 1.431, H145 1.091, H146 1.087
139 C -4.505 3.533 -3.422  C138 1.511, O140 1.419, F144 1.355, H147 1.092
140 O -5.376 2.433 -3.206  C139 1.419, C141 1.361
141 C -4.617 1.421 -2.704  O140 1.361, O142 1.185, O143 1.350
142 O -5.047 0.454 -2.169  C141 1.185
143 O -3.303 1.667 -2.890  C138 1.431, C141 1.350
144 F -4.932 4.237 -4.498  C139 1.355
145 H -3.062 2.577 -4.734  C138 1.091
146 H -2.328 3.448 -3.373  C138 1.087
147 H -4.515 4.178 -2.542  C139 1.092



Record 2
The following is a DFT calculation (wB97M-V/def2-TZVPD) of a cluster of 15 separate species, C4H39NO16 in total in a non-equilibrium geometry.

Spin multiplicity ... 1
E_LUMO ... -0.0002 Eh
Strongest force on any atom ... 4.10 eV Å⁻¹
Gap between HOMO and LUMO ... 9.13 eV
ΔE to the lowest compared entry with this formula, charge and spin ... 293.22 kJ/mol

Last columns: bonded neighbours and bond lengths (Å).
Positions of all 60 atoms, in Å:
1 C 0.018 -0.690 -0.344  C2 1.554, H8 1.079, H9 1.098, H10 1.102
2 C -0.456 0.748 -0.692  C1 1.554, C3 1.564, N5 1.454, H11 1.060
3 C -1.684 0.650 -1.656  C2 1.564, O4 1.406, H12 1.153, H13 1.107
4 O -2.839 0.349 -0.912  C3 1.406, H14 0.993
5 N 0.620 1.509 -1.306  C2 1.454, C6 1.408, H15 1.041
6 C 1.711 1.870 -0.492  N5 1.408, O7 1.492, H16 1.153, H17 1.122
7 O 2.889 1.016 -0.819  C6 1.492, H18 1.008
8 H 0.646 -0.701 0.533  C1 1.079
9 H -0.828 -1.348 -0.108  C1 1.098
10 H 0.634 -1.190 -1.109  C1 1.102
11 H -0.815 1.340 0.112  C2 1.060
12 H -1.503 -0.174 -2.442  C3 1.153
13 H -1.765 1.652 -2.118  C3 1.107
14 H -3.091 1.266 -0.623  O4 0.993
15 H 0.761 1.299 -2.316  N5 1.041
16 H 2.141 2.867 -0.881  C6 1.153
17 H 1.601 1.897 0.624  C6 1.122
18 H 2.957 0.930 -1.821  O7 1.008
19 H -2.264 -1.536 1.811  O21 0.994
20 H -1.358 -1.788 3.060  O21 0.956
21 O -1.736 -1.091 2.526  H19 0.994, H20 0.956
22 H 0.861 0.861 2.973  O24 0.962
23 H -0.484 0.189 2.657  O24 0.972
24 O -0.047 1.055 2.722  H22 0.962, H23 0.972
25 H 1.222 -2.666 -3.217  O27 0.918
26 H -0.047 -3.087 -2.495  O27 0.986
27 O 0.338 -2.436 -3.127  H25 0.918, H26 0.986
28 H 3.529 -3.666 -2.641  O30 0.959
29 H 3.304 -2.485 -1.683  O30 0.977
30 O 3.284 -2.739 -2.626  H28 0.959, H29 0.977
31 H 2.772 -0.687 -0.404  O33 1.004
32 H 3.310 -1.728 0.589  O33 0.911
33 O 2.938 -1.663 -0.240  H31 1.004, H32 0.911
34 H -2.333 1.865 2.682  O36 0.956
35 H -3.640 2.172 3.206  O36 0.984
36 O -2.855 2.648 2.851  H34 0.956, H35 0.984
37 H 1.808 -0.611 -3.484  O39 0.959
38 H 3.226 -0.978 -2.963  O39 0.972
39 O 2.681 -0.254 -3.312  H37 0.959, H38 0.972
40 H -1.119 3.994 2.777  O42 0.969
41 H -0.450 2.741 2.418  O42 0.936
42 O -0.436 3.647 2.184  H40 0.969, H41 0.936
43 H -0.839 3.773 0.654  O45 1.031
44 H -0.579 3.435 -0.860  O45 0.925
45 O -1.225 3.790 -0.301  H43 1.031, H44 0.925
46 H 3.028 0.735 0.937  O48 1.007
47 H 3.956 0.845 2.102  O48 0.939
48 O 3.309 0.249 1.772  H46 1.007, H47 0.939
49 H -3.290 2.675 1.174  O51 0.991
50 H -2.633 3.029 -0.179  O51 1.018
51 O -3.505 2.670 0.207  H49 0.991, H50 1.018
52 H -4.227 -1.965 0.660  O54 0.945
53 H -3.070 -1.137 -0.045  O54 0.958
54 O -3.297 -1.878 0.518  H52 0.945, H53 0.958
55 H 0.278 -4.235 2.061  O57 0.982
56 H 0.790 -2.649 1.830  O57 0.933
57 O 0.108 -3.281 1.901  H55 0.982, H56 0.933
58 H -1.475 -3.665 -0.913  O60 0.997
59 H -0.295 -3.494 -0.288  O60 0.981
60 O -0.541 -3.943 -1.124  H58 0.997, H59 0.981



Record 3
The following is a DFT calculation (wB97M-V/def2-TZVPD) of the molecule C2H4N2O3 in a non-equilibrium geometry.

Spin multiplicity ... 1
E_LUMO ... 0.0240 Eh
SMILES string ... NC(=C=O)N(O)O
Strongest force on any atom ... 3.13 eV Å⁻¹
Gap between HOMO and LUMO ... 8.19 eV
ΔE to the lowest compared entry with this formula, charge and spin ... 604.12 kJ/mol

Last columns: bonded neighbours and bond lengths (Å).
Positions of all 11 atoms, in Å:
1 C 1.557 0.241 0.109  C2 1.326, O7 1.177
2 C 0.265 0.363 -0.162  C1 1.326, N3 1.391, N6 1.403
3 N -0.423 1.565 -0.027  C2 1.391, H10 1.016, H11 1.017
4 O -1.710 -0.920 0.083  N6 1.373, H8 0.979
5 O 0.515 -1.896 0.248  N6 1.502, H9 0.973
6 N -0.403 -0.858 -0.331  C2 1.403, O4 1.373, O5 1.502
7 O 2.729 0.345 0.109  C1 1.177
8 H -1.791 -0.219 0.760  O4 0.979
9 H 0.117 -2.706 -0.115  O5 0.973
10 H 0.183 2.361 0.146  N3 1.016
11 H -1.040 1.724 -0.820  N3 1.017



Record 4
The following is a DFT calculation (wB97M-V/def2-TZVPD) of a cluster of 2 separate species, C9H23N6 in total.

Spin multiplicity ... 1
E_LUMO ... -0.0800 Eh
Charge ... +1
Strongest force on any atom ... 0.74 eV Å⁻¹
Gap between HOMO and LUMO ... 10.08 eV
ΔE to the lowest compared entry with this formula, charge and spin ... 0.00 kJ/mol

Last columns: bonded neighbours and bond lengths (Å).
Positions of all 38 atoms, in Å:
1 C -1.778 0.057 0.638  N10 1.349, N11 1.305, N12 1.355
2 C -1.933 -2.294 0.278  N10 1.274, N13 1.333, H16 1.084
3 C 2.434 0.126 0.312  C7 1.503, N14 1.347, N15 1.280
4 C 1.653 -0.806 2.478  C7 1.531, H17 1.086, H18 1.087, H19 1.087
5 C -1.964 2.751 -1.035  C8 1.527, H20 1.086, H21 1.087, H22 1.088
6 C 1.105 -1.372 -2.245  C9 1.529, H23 1.088, H24 1.089, H25 1.086
7 C 2.163 0.443 1.756  C3 1.503, C4 1.531, H26 1.091, H27 1.089
8 C -1.135 2.363 0.187  C5 1.527, N11 1.448, H28 1.091, H29 1.097
9 C 1.624 0.035 -1.949  C6 1.529, N15 1.446, H30 1.094, H31 1.097
10 N -1.399 -1.234 0.742  C1 1.349, C2 1.274
11 N -0.895 0.937 0.251  C1 1.305, C8 1.448, H38 1.114
12 N -3.026 0.403 1.036  C1 1.355, H32 1.007, H33 1.007
13 N -2.907 -2.383 -0.628  C2 1.333, H34 1.006, H35 1.009
14 N 3.635 -0.426 0.054  C3 1.347, H36 1.005, H37 1.004
15 N 1.508 0.352 -0.543  C3 1.280, C9 1.446
16 H -1.518 -3.233 0.627  C2 1.084
17 H 1.448 -0.575 3.519  C4 1.086
18 H 2.394 -1.600 2.443  C4 1.087
19 H 0.738 -1.162 2.010  C4 1.087
20 H -2.096 3.829 -1.062  C5 1.086
21 H -1.456 2.444 -1.945  C5 1.087
22 H -2.946 2.284 -1.012  C5 1.088
23 H 1.684 -2.120 -1.707  C6 1.088
24 H 0.064 -1.458 -1.938  C6 1.089
25 H 1.174 -1.575 -3.310  C6 1.086
26 H 3.078 0.797 2.234  C7 1.091
27 H 1.414 1.232 1.820  C7 1.089
28 H -0.155 2.838 0.126  C8 1.091
29 H -1.623 2.716 1.104  C8 1.097
30 H 1.010 0.765 -2.484  C9 1.094
31 H 2.653 0.136 -2.316  C9 1.097
32 H -3.578 -0.287 1.518  N12 1.007
33 H -3.218 1.364 1.267  N12 1.007
34 H -3.206 -3.272 -0.994  N13 1.006
35 H -3.314 -1.557 -1.041  N13 1.009
36 H 3.911 -0.661 -0.884  N14 1.005
37 H 4.339 -0.471 0.769  N14 1.004
38 H 0.119 0.615 -0.080  N11 1.114



- Look up the strongest force on any atom of the first one.
  3.48 eV Å⁻¹



- spin multiplicity of number 3 (C2H4N2O3)?
  1



- Look up the spin multiplicity of the second one.
  1